Record 1
The following is a DFT calculation (ωB97M-V/def2-TZVPD) of the molecule C4H6N2O in a non-equilibrium geometry.

Kohn-Sham gap (eV): 11.26
2S+1: 1
LUMO (eV): 0.684
Relative energy (zero: lowest compared OMol25 entry of this formula, charge and spin) (kcal per mole): 82.1
Electronic energy (Eh): -340.6640
HOMO level (eV): -10.574

The geometry in XYZ format:
```
13
Properties=species:S:1:pos:R:3:lowdin_charge:R:1
C 0.42956 -1.16305 1.96365 -0.045
N -0.58694 -0.23612 1.33224 0.075
C -0.28948 0.24640 0.22224 -0.375
C -1.64526 1.06451 -0.36292 -0.131
N -2.46863 1.82548 -0.57332 0.123
O 0.74153 0.20737 -0.57176 -0.023
C 0.55860 0.46487 -1.86524 -0.114
H 1.26837 -0.54089 2.12033 0.072
H 0.59883 -2.01831 1.47600 0.036
H -0.00072 -1.41664 2.91427 0.071
H -0.46730 0.95033 -1.95673 0.083
H 0.43026 -0.46536 -2.36554 0.086
H 1.43116 1.08142 -2.33320 0.142
```

Record 2
The following is a DFT calculation (ωB97M-V/def2-TZVPD) of the molecule C4H6N2O in a non-equilibrium geometry.

Kohn-Sham gap (spin up / spin down) (eV): 7.27 / 7.33
2S+1: 1
LUMO (spin up / spin down) (eV): 0.523 / 0.566
Relative energy (zero: lowest compared OMol25 entry of this formula, charge and spin) (kcal per mole): 77.7
Electronic energy (Eh): -340.6711
HOMO level (spin up / spin down) (eV): -6.751 / -6.766

The geometry in XYZ format:
```
13
Properties=species:S:1:pos:R:3:lowdin_charge:R:1
N -0.70468 -1.98254 -0.42446 0.080
C -0.34392 -0.74588 -0.31446 -0.365
C 0.65946 0.17939 -0.75198 -0.307
O 1.71348 0.05855 -1.61986 0.037
N 0.66691 1.21207 0.15781 0.092
C -0.26586 1.17413 1.09924 -0.084
C -1.09269 -0.02750 0.78172 -0.118
H -0.37754 -2.50120 -1.22451 0.021
H -1.25954 -0.88707 1.43710 0.121
H 2.21283 -0.73730 -1.38416 0.107
H 1.35645 1.95684 0.08431 0.178
H -0.47243 2.03319 1.72325 0.105
H -2.09248 0.26732 0.43601 0.134
```

Record 3
The following is a DFT calculation (ωB97M-V/def2-TZVPD) of a 2-piece molecular cluster, C4H6N2O overall in a non-equilibrium geometry.

Kohn-Sham gap (spin up / spin down) (eV): 8.48 / 8.48
2S+1: 1
LUMO (spin up / spin down) (eV): 0.298 / 0.299
Relative energy (zero: lowest compared OMol25 entry of this formula, charge and spin) (kcal per mole): 105.1
Electronic energy (Eh): -340.6274
HOMO level (spin up / spin down) (eV): -8.180 / -8.180

The geometry in XYZ format:
```
13
Properties=species:S:1:pos:R:3:lowdin_charge:R:1
C -1.16883 0.99267 -0.65495 -0.238
C -2.27758 -0.58200 0.12384 -0.253
C -0.25019 0.17416 -0.09024 -0.078
C 2.04861 -0.02283 0.42978 0.001
N -2.41572 0.51116 -0.54488 0.039
N -0.96471 -0.94122 0.27625 0.030
O 2.78497 -0.07541 -0.74146 -0.045
H -0.91285 1.94963 -1.07411 0.081
H -3.13813 -1.20750 0.54866 0.135
H 1.99172 0.92438 0.81976 0.033
H 2.00012 -0.97689 1.04210 0.109
H -0.66379 -1.55017 0.94400 0.087
H 2.96639 0.80402 -1.07876 0.099
```

Record 4
The following is a DFT calculation (ωB97M-V/def2-TZVPD) of C4H6N2O as an isolated structure.

Kohn-Sham gap (eV): 9.38
2S+1: 1
LUMO (eV): 0.710
Relative energy (zero: lowest compared OMol25 entry of this formula, charge and spin) (kcal per mole): 90.2
Electronic energy (Eh): -340.6512
HOMO level (eV): -8.669

The geometry in XYZ format:
```
13
Properties=species:S:1:pos:R:3:lowdin_charge:R:1
N 0.23526 1.89825 -1.56949 0.178
C -0.33010 1.07017 -0.81830 -0.429
O -1.38436 1.18627 0.04844 0.019
C -1.17067 -0.16469 0.54909 -0.080
C -0.06201 -0.38027 -0.49299 -0.209
C 1.68131 -1.70445 0.70551 0.014
N 1.28503 -0.67996 -0.01486 -0.091
H -0.19976 2.81950 -1.51129 0.070
H -0.83108 -0.14648 1.58809 0.128
H -2.07256 -0.76933 0.43691 0.123
H -0.34117 -1.05906 -1.30342 0.159
H 0.75817 -2.30379 0.89736 0.000
H 1.98443 -0.00825 -0.32234 0.118
```